112
Properties=species:S:1:pos:R:3 method="wB97M-V/def2-TZVPD" spin_multiplicity=5 gap_ev="4.48 / 6.73" e_homo_ev="-4.68 / -7.12"
H -2.407 -3.400 -3.370
H 6.160 -2.050 5.097
C 3.902 1.248 -2.274
H -2.870 2.363 1.533
H -1.390 4.184 5.602
C -3.559 0.465 -1.704
N -4.601 -2.160 -2.081
H -1.932 -6.826 -2.553
C 4.040 4.394 -1.809
C -3.901 -5.836 -1.876
H 3.628 -1.213 -4.602
C 1.368 -2.340 1.118
H -0.069 6.162 4.912
H 6.893 -0.857 3.029
N 1.614 2.248 -1.332
H -7.748 1.554 -0.147
C -4.872 0.102 -1.241
C -4.632 -6.153 -0.745
C -1.458 -0.341 2.981
C 4.745 5.613 -1.742
C -2.565 -0.784 3.706
C -3.780 -0.104 3.631
C 5.438 5.877 -0.566
S 2.487 0.157 1.283
C -2.797 1.496 2.159
C 3.293 0.409 -3.186
H -2.300 2.309 -3.101
H 0.793 -1.934 1.945
H 6.082 6.748 -0.446
N 3.423 1.051 0.356
C 0.103 2.289 -4.761
C -0.770 4.137 4.713
H 3.519 4.133 -2.725
H 3.880 -1.318 -0.876
H -0.466 -0.755 3.108
S -0.196 1.578 1.605
C -7.565 -0.462 -0.793
C -6.789 -1.385 -1.454
C 2.335 -1.491 0.581
H 0.366 -4.195 0.996
C 3.163 -0.803 3.898
H -4.921 1.530 2.820
H 5.557 5.380 1.543
C 5.845 -0.832 3.287
C -5.420 -5.201 -0.116
H -5.280 1.923 -0.187
N -0.552 2.034 0.211
N 0.993 0.594 1.751
C -2.235 2.454 -1.980
H 1.804 -5.025 -0.971
C 2.807 -3.120 -1.115
C 5.183 5.063 0.564
C -3.016 -6.985 -2.488
H -2.390 -1.565 4.448
H 2.122 -0.750 4.276
H 4.715 6.407 -2.554
H 1.454 3.962 1.477
H -4.585 -0.458 4.292
H 4.408 3.122 1.345
H -3.906 -3.689 -4.384
C 3.582 -0.198 2.726
H -7.218 -2.328 -1.865
C -5.378 -3.854 -0.533
H 7.124 0.786 -3.256
H -3.643 -1.894 -2.414
C -3.224 -4.154 -3.628
C -3.937 1.041 2.840
C 3.938 3.465 -0.728
C 5.462 -0.234 -4.019
H -3.061 -7.898 -1.874
H -3.396 -7.193 -3.505
C -0.044 5.231 4.285
C -5.729 1.026 -0.596
C 1.918 -4.045 -0.517
H -2.789 -5.064 -4.049
H -5.991 -5.496 0.781
H -8.578 -0.733 -0.514
C -7.091 0.790 -0.489
C 5.426 -1.586 4.394
O -3.315 1.755 -1.284
S 3.035 1.981 -0.947
H -2.391 3.523 -1.740
C 0.830 3.978 2.372
C 5.310 1.425 -2.325
N 0.090 2.221 -3.586
C -4.679 -3.515 -1.683
H -5.881 -3.089 0.066
C -0.699 2.951 3.951
C -5.405 -1.151 -1.562
H 1.491 5.954 3.007
H 5.782 2.120 -1.633
Se 0.136 2.389 -6.596
C 0.797 5.122 3.189
C 1.141 -3.604 0.561
Os -0.130 2.283 -1.585
C -3.986 -4.528 -2.382
C -1.603 0.802 2.233
H 5.327 0.498 1.665
H 6.136 -0.748 -4.696
C 0.018 2.922 2.765
H 3.410 -3.461 -1.931
H 3.642 -2.000 5.595
O -2.692 -0.189 -2.289
C 6.075 0.699 -3.209
C 4.098 -0.432 -3.971
C 3.086 -1.911 -0.484
H -1.302 2.087 4.282
C 4.941 -0.157 2.481
H -4.602 -7.170 -0.318
C 4.525 3.802 0.482
C 4.081 -1.481 4.721
H 2.212 0.307 -3.272